(1)
Formula: C37H60N11O9
Source: the OMol25 dataset
Level of theory: ωB97M-V with the def2-TZVPD basis set

Properties
* charge: +1
* gap between HOMO and LUMO: 0.149 hartree
* HOMO level: -9.68 eV
* strongest force on any atom: 0.27450 Eh/bohr

Structure (XYZ):
```
117
Properties=species:S:1:pos:R:3:mulliken_charge:R:1
H 2.3190 -3.3442 -2.1359 0.121
N 0.1975 7.1426 -1.5695 -0.155
O 1.5732 -3.2206 0.7321 -0.166
H -1.6611 4.5529 -2.4506 0.650
N 2.5968 -2.5465 0.8216 0.429
C 2.0251 -1.3643 4.2999 -0.954
C -2.1910 -0.2532 -1.7447 -1.485
N 4.6649 1.8894 2.5674 0.904
C 1.3170 1.3416 0.9409 -0.562
H -4.0271 -3.1436 2.4923 0.725
N -0.0628 -2.5809 4.2657 0.114
C -1.5536 -6.1027 0.5906 -0.916
C -4.1362 -2.9385 4.7345 -0.597
H -1.6502 0.5557 -2.3900 0.069
H -2.9334 0.3182 -1.1270 0.402
C -4.9785 5.0390 -3.9973 -0.462
C -3.9784 3.9675 -4.4746 -0.606
N 1.9291 4.6673 -1.4601 0.042
H -4.8335 -2.1379 4.9321 0.411
H 0.1268 2.3172 -6.2025 0.263
H -1.6564 5.2269 0.2269 0.649
C 0.6128 1.4114 -5.6422 -0.511
H 0.3068 6.4982 -3.5741 0.295
C 0.9056 -0.4507 4.6117 -0.508
C -1.3418 5.7332 -0.6168 -0.552
H 0.0790 -4.9429 1.2843 0.324
C -0.0585 0.9396 0.3544 2.124
H -0.1975 2.4700 -0.8594 0.821
H 6.0895 3.1872 2.9903 0.365
H -2.7112 -2.0453 0.2657 0.762
H -5.5199 3.0363 -1.5439 0.424
H 3.5303 -4.1855 2.0413 0.240
O 2.7278 -1.5840 0.1070 -0.314
H -0.8395 2.9715 0.6684 0.647
C -0.8335 0.3901 1.6207 -0.921
H 1.4205 0.6645 1.7647 0.304
H 3.8734 2.0971 -2.8763 0.307
C -0.7365 2.2430 -0.0662 -3.214
C -1.9498 -7.4557 0.8889 -0.440
C -0.3680 6.3916 -2.6789 -0.656
H 1.2408 3.7468 -3.1443 0.448
H 4.3486 -3.5980 0.3484 0.288
H -1.5800 -1.0657 4.8158 0.365
O 4.5066 0.6856 2.8143 -0.441
N 3.3736 -1.9966 -3.5947 0.897
H -5.1169 6.0367 -4.5091 0.331
H -2.8255 -7.9707 0.7020 0.416
H -3.7311 1.8189 -3.5628 0.467
H 0.9068 1.5198 -4.6735 0.028
H -2.8354 -0.9882 -2.3415 0.321
H 5.8738 2.6212 1.2968 0.328
H 0.8543 -6.6524 2.9390 0.337
C -0.0368 -6.8382 2.2677 -0.265
H 2.7774 5.4927 0.2643 0.278
O 2.3604 -1.3797 -3.7235 -0.468
H 1.3867 2.2381 1.7109 0.254
N -0.1303 -0.0815 -0.6708 1.735
H 0.8811 7.8102 -1.8638 0.184
C 3.3449 2.9111 -2.1718 -0.542
H 1.3935 1.0257 -6.1402 0.377
H 2.2168 1.4716 0.0409 -0.221
C -1.7658 -1.5489 0.3083 -1.147
H -1.2573 -8.6851 2.7213 0.507
C -0.5939 -2.1014 -1.8841 -2.419
H 4.7553 3.0390 -0.3542 0.129
H -0.1129 7.4753 0.7556 0.287
H -1.3094 -2.7139 -2.0667 0.843
O 0.7882 0.1611 -1.5618 -0.085
H -2.2239 -5.1081 3.0214 0.144
H 0.7622 0.6311 4.7560 0.436
H 3.4948 -4.0548 -3.5503 0.445
C 3.8640 -3.3378 1.2900 -0.744
C -2.0687 -0.3888 1.3408 -2.222
O 3.6943 2.6696 2.9070 -0.507
C -1.1773 -0.9785 -1.0110 2.206
H 1.6637 -3.7330 3.8388 0.856
C -0.4681 -1.2386 4.5849 -0.461
C -0.4156 6.8731 -0.3167 -0.383
N -2.7011 -4.4574 3.6555 0.177
C 2.9262 4.6717 -0.5744 -0.395
C -1.0615 -7.9640 2.0709 -0.754
N -5.5506 4.6622 -2.7764 -0.122
H -1.1551 1.0217 2.3853 1.161
N -0.4105 0.3026 -5.5909 0.809
H 0.9582 5.3040 -1.4341 0.426
C -4.1441 2.8180 -3.4584 -0.190
H -1.7783 2.1722 -0.4174 0.521
H 2.9869 -1.2691 4.0045 0.722
C -2.3437 -4.6743 4.8777 -0.305
H 4.4404 -2.5143 1.8184 0.282
C 3.3538 -3.3574 -2.8299 -0.721
H 0.2966 -2.5801 -1.2249 -0.264
C 1.2953 -2.8450 4.0844 -0.858
C 3.8381 3.4568 -0.9046 -0.474
N -0.3802 -5.8386 1.3277 0.092
H -1.4882 -5.6170 5.1833 0.243
C -5.0702 3.3401 -2.4536 -0.639
H -6.2176 5.4371 -2.3113 0.309
H -0.2708 -1.7630 -2.7273 0.902
C 5.9562 2.3426 2.3190 -0.951
H -2.3083 -1.0042 2.1437 0.566
C -1.1821 5.3706 -2.0503 -0.148
H -0.1365 -0.3638 2.2204 -0.840
C -3.3584 -3.7560 5.7553 -0.368
H 4.2804 -3.6993 -2.3257 0.240
C 2.0790 3.7081 -2.4371 -0.428
H -2.7873 0.1806 1.1141 0.867
H -0.9484 -2.2694 0.7036 -0.260
H -1.9335 -5.4640 0.0724 0.674
C -3.6196 -3.4582 3.3592 -0.657
O -1.3498 0.4507 -4.8262 -0.473
H 6.6164 1.7739 2.5914 0.435
O 4.5103 -1.6545 -3.9890 -0.545
O -0.4513 -0.3306 -6.5879 -0.524
H -0.9641 -3.1336 4.2307 0.349
H -3.3890 4.0495 -5.3216 0.498
H -3.4528 -3.5712 6.9489 0.265
```



(2)
Formula: C37H62BrN12O2Ti
Source: the OMol25 dataset
Level of theory: ωB97M-V with the def2-TZVPD basis set

Properties
* charge: +3
* gap between HOMO and LUMO: 0.248 hartree
* HOMO level: -15.09 eV
* strongest force on any atom: 0.01155 Eh/bohr

Structure (XYZ):
```
115
Properties=species:S:1:pos:R:3:mulliken_charge:R:1
H 1.8011 0.5776 -5.8578 0.574
Br 3.0432 0.9655 -3.3726 -0.094
H -1.3265 3.7016 2.0500 1.264
H -2.1548 -0.1804 1.4757 -0.331
H 1.0893 -6.2152 3.4864 0.485
C 3.8331 -1.0913 -0.5271 -1.020
C 0.0666 -4.5607 0.7322 0.774
H -4.9400 2.7917 -1.3565 0.484
C 0.1469 3.8257 0.4851 -1.240
H -5.3116 0.4615 -2.2920 0.352
H 3.6030 -0.1486 -1.0038 0.005
H 0.8318 -2.0302 -3.4428 0.766
C 3.1019 0.0897 1.4902 -0.283
H 2.9932 2.0727 3.8844 0.425
C -0.7724 -2.1463 -7.5636 -0.587
H -2.5118 1.6957 4.8851 0.395
N 3.5480 -1.0113 0.9013 0.522
C 0.1718 3.4872 3.9419 -1.162
Ti 0.4395 0.7739 0.1827 -0.586
C -3.8752 -0.8768 -0.4252 -1.287
C -0.8920 -0.3959 4.5987 -1.012
H -3.0557 -0.6514 2.9398 0.586
H 0.5516 4.0752 -2.1888 0.372
H -1.8278 2.9491 0.5613 -0.820
H -0.3597 4.4300 3.7975 0.379
C 1.1877 -0.0175 -5.1895 -0.862
H 4.7570 -0.7701 4.0272 0.383
H -0.6471 -5.6444 -0.7002 0.372
H 2.5964 4.1957 -0.2851 0.360
H 1.5188 -3.9030 4.2431 0.509
N 0.8889 2.9176 -0.4340 0.618
H 0.6791 3.5354 4.9066 0.414
C -2.2356 -1.4576 -5.7823 -0.551
C 0.0736 -0.7507 -5.7915 -0.101
C 0.3496 -5.6261 1.5706 -0.985
H 2.4421 2.8873 1.8159 -0.110
H 3.5104 -3.0711 1.0959 0.392
N -2.6018 -0.5621 -1.0811 1.316
H -3.7186 -1.7540 0.2049 0.281
C 3.9286 -2.2204 1.6325 -1.377
H 2.5379 0.5289 4.6126 0.540
H 1.2357 -1.4063 -7.4805 0.511
N -0.7407 2.3525 3.9505 0.310
C -2.0713 -0.6114 2.4658 -0.629
C 1.1164 -4.0830 3.2552 -1.400
H -3.2229 -1.4387 -5.3379 0.361
H -3.3954 3.0958 -0.5878 0.391
C 0.8358 -3.0233 2.4042 0.962
H -0.6144 -2.6809 -8.4899 0.423
C 0.2672 -1.4306 -6.9970 -0.770
H -1.2989 2.5078 -2.9756 0.862
H -0.1116 0.1667 5.1030 0.359
C 2.3480 3.1314 -0.3166 -1.297
H -4.6736 -1.1232 -1.1275 0.486
H -1.7780 -0.4339 5.2333 0.423
H 3.2429 -1.8868 -0.9752 0.310
H -3.9666 0.0207 -3.3810 0.393
N -1.2190 1.3469 -1.2046 1.368
C 2.8189 2.3950 0.9136 -0.298
H 1.0194 -2.0016 2.7173 0.735
N 0.8407 -0.9699 -1.6930 0.557
H -4.7560 1.5751 -3.5373 0.451
H -1.6225 3.4193 -1.5188 0.471
H 2.8171 2.6977 -1.1977 0.238
H 5.4762 -0.2106 2.4996 0.381
O 0.2179 -0.8715 0.7508 1.546
H 1.6018 1.1555 3.2428 -0.485
C -2.4049 0.7845 -1.4222 -1.998
H 0.9158 3.3683 3.1610 0.255
H 0.4689 -2.9696 -1.6161 0.580
C 2.5970 1.0775 3.6709 -0.742
O -0.4727 -4.7119 -0.5182 -0.553
N 0.7053 -2.1726 -1.0291 -0.330
H -1.1846 2.0587 6.0128 0.376
C 0.3189 -3.2517 1.1383 -0.526
H -1.3640 -1.3349 -2.6021 0.018
C -1.6719 2.3539 5.0836 -1.204
H -2.1292 -2.5544 -1.5715 0.678
H -1.3583 -0.1333 -4.3301 0.270
C -3.8632 2.8127 -1.5256 -1.159
C -2.0227 -2.1661 -6.9556 -0.743
H 5.1610 0.9367 3.7983 0.407
H 1.0686 2.4086 -2.4478 -0.134
H -2.0538 3.3676 5.2038 0.416
C -2.2694 -1.5957 -2.0715 -1.337
H 3.5156 -2.2103 2.6346 0.434
C -0.8181 1.4411 2.9627 -0.981
H -1.6844 -1.6273 2.3885 0.222
H 3.9090 2.4109 0.9742 0.629
H 0.8563 4.2206 1.2106 0.518
H -0.5477 -1.4169 4.4360 0.238
H 5.0117 -2.3329 1.6755 0.395
H -3.6540 3.5614 -2.2908 0.327
C 4.7888 0.0411 3.3005 -1.201
N -3.4581 1.4666 -1.9287 0.506
H -0.2443 4.6815 -0.0712 0.483
C 1.5169 -0.0533 -3.8920 -0.029
C -4.4292 0.8246 -2.8185 -1.304
C 0.4357 3.0457 -1.8348 -1.345
H -1.1385 -2.1476 0.0367 -0.151
C -0.9731 3.0951 1.2183 -0.347
H 4.8931 -1.3179 -0.6530 0.481
N 3.4614 0.3490 2.7592 0.349
C 0.8743 -5.3819 2.8316 -0.862
H -2.8357 -2.7128 -7.4133 0.429
N -1.1794 0.1919 3.2906 0.686
C 1.0116 -1.0642 -2.9616 -1.133
N -0.5183 1.7672 1.6749 1.369
C -0.0576 -2.1294 0.2088 -0.143
H 0.1553 -6.6413 1.2459 0.388
N 2.3164 1.0063 0.8094 1.101
C -1.0076 2.6206 -1.9284 -0.960
H -3.0798 -1.7308 -2.7920 0.431
H -4.1979 -0.0517 0.2070 0.390
C -1.1909 -0.7537 -5.2033 0.987
```